189
Properties=species:S:1:pos:R:3:mulliken_charge:R:1 method="wB97M-V/def2-TZVPD" gap_ha=0.3065 charge=-1 relative_energy_ev=0.264
O 1.281 -2.992 3.616 0.217
H 0.154 -1.673 1.502 -0.408
O 0.439 2.974 4.567 -0.570
O 3.555 3.360 3.527 -0.387
H 0.538 -5.891 5.131 0.455
C 6.101 0.538 0.164 -0.008
H 2.478 -0.980 -0.983 -0.140
H 4.996 -1.944 -2.705 0.106
H 4.149 3.130 2.771 0.287
C 1.652 2.153 -0.754 -0.193
H -0.484 5.110 -1.506 0.254
H 1.965 1.561 1.452 0.188
C -0.029 -2.052 0.485 1.062
H -1.174 -4.816 -5.315 0.391
H 7.122 2.363 0.692 0.404
C 6.341 1.738 1.074 -0.749
C -0.753 1.304 -5.489 -1.086
H -5.165 1.498 -4.205 0.352
H 5.109 2.374 -5.949 0.303
O 3.326 -2.273 2.018 -0.430
H 0.876 -2.516 0.068 -0.901
H 0.734 2.098 -4.162 -0.321
H 0.702 0.583 2.099 -0.804
C -0.448 4.750 -2.537 0.347
O -1.618 3.935 -2.759 -0.331
O -3.241 -5.451 3.372 -0.552
H -6.667 2.901 1.205 0.457
H -1.415 0.476 -5.495 0.332
H -4.097 -1.341 4.928 0.253
C -2.069 -1.058 4.155 2.019
H 1.651 2.965 -0.042 0.302
H 1.949 -0.228 1.052 -0.698
H -0.790 -2.862 0.580 -0.792
H -1.628 -5.500 1.165 -0.003
H 3.619 1.496 -6.108 0.288
H -1.089 1.878 5.431 0.333
O -0.681 -4.267 5.226 -0.702
C -5.510 0.838 3.054 -0.082
H -4.264 -5.628 0.410 0.401
H 2.504 -4.630 4.184 0.410
C -0.031 1.278 -4.177 0.929
O 0.360 -5.829 -4.469 -0.509
H 4.062 -3.162 -0.808 0.569
H -2.753 0.558 -3.395 -0.212
N 0.310 0.029 -1.146 0.737
H 2.459 -3.089 -1.497 0.477
H -5.851 4.598 -0.604 0.291
H 2.328 6.038 1.718 0.295
H -5.411 -0.917 -3.005 0.418
H 0.461 -5.664 1.156 -0.386
O -6.985 2.227 1.860 -0.618
O 3.267 -0.576 4.071 -0.683
C -3.576 5.149 -0.624 -0.840
H 1.002 3.963 3.103 0.334
O -1.466 6.892 -3.131 -0.644
H -0.170 -1.931 4.024 0.176
H 2.567 -5.351 -0.189 0.272
H -1.309 -2.887 -1.506 0.622
H -4.346 -4.246 2.081 0.485
O -5.565 3.951 0.050 -0.519
H 2.159 -2.535 -4.844 0.313
H 2.611 -1.209 3.754 0.247
H -3.628 -6.278 2.996 0.327
O 1.130 4.327 2.189 -0.417
H 1.023 -7.449 0.794 0.419
H 5.330 2.696 -3.232 0.339
H 0.265 -5.117 -6.373 0.356
H 2.698 5.103 4.291 0.335
H -2.106 -3.156 5.524 0.512
O -0.690 -1.188 4.537 -0.523
H -5.060 2.760 2.286 -0.556
H -2.095 6.403 -2.594 0.359
H -1.362 0.429 1.817 -1.475
H -3.833 3.981 1.175 -0.268
C -5.911 2.217 2.797 0.231
C 3.986 -2.343 -2.799 -1.027
O 4.916 0.725 -4.564 -0.551
H -4.197 5.968 -0.299 0.750
C 4.282 -0.481 3.105 0.660
H -0.267 1.721 -7.313 0.315
C 0.367 -4.968 4.561 -0.254
H -1.335 2.211 -5.471 0.401
H 0.399 4.114 -2.708 -0.306
C 0.399 -3.395 -5.050 0.875
H -0.966 1.815 3.602 -0.233
C -0.857 2.465 4.511 0.311
H 4.889 -2.468 3.299 0.233
H 2.895 4.453 1.265 0.055
H -3.682 2.999 -0.233 -0.604
H -2.399 0.104 -0.987 -1.079
H 1.715 -3.607 5.476 0.308
O 2.450 -5.873 0.587 -0.616
H 2.655 1.669 -0.935 -0.930
H 0.409 -5.110 -2.356 -0.014
O -3.709 0.279 -3.334 -0.549
H -2.327 0.013 4.046 -0.551
C -0.898 -1.934 -1.822 -1.405
H 3.976 0.167 2.247 -0.488
H 1.017 2.225 4.719 0.263
H -2.561 1.390 0.965 0.139
H -1.491 -4.711 4.931 0.254
C 3.223 4.785 3.371 -0.662
O 3.190 -1.598 -3.672 -0.732
H -2.786 -0.982 6.126 0.328
O -3.801 4.946 -1.993 -0.653
O 5.665 0.963 -1.127 -0.530
H 3.161 2.475 -3.666 -0.516
H -2.747 3.118 4.598 0.405
O 0.769 -5.104 -1.413 -0.137
H -0.426 -6.786 -0.942 0.478
H 4.765 0.611 -1.188 0.075
C 4.355 1.864 -5.350 -0.465
H 5.355 -1.813 1.713 0.572
O -5.196 0.075 1.898 -0.450
H 6.681 1.380 2.092 0.338
H -2.601 -1.065 0.219 1.182
H 2.054 -2.904 3.062 0.194
H 2.472 -1.049 -3.224 0.363
H 0.015 -2.073 -2.323 -0.596
C 1.547 -4.087 4.519 -0.580
O 4.795 3.424 -3.566 -0.623
O 0.200 1.330 -6.562 -0.548
H 3.993 -3.322 -3.288 0.395
H 0.496 0.349 -4.066 -0.483
O -3.024 -2.967 5.481 -0.555
H -4.706 0.748 3.795 0.164
C 3.397 -2.611 -1.479 -1.088
C -1.664 0.786 0.822 1.498
O 3.280 -1.434 -0.683 1.168
H 1.191 2.619 -1.595 -0.740
C 4.613 -1.773 2.491 -0.777
H -1.560 4.342 5.240 0.245
C 3.827 2.891 -4.359 0.542
H -2.253 -1.591 3.243 -0.596
O -0.960 1.505 -3.141 -0.558
H -1.682 -1.557 -2.580 0.034
H -4.346 2.261 -2.745 -0.176
O 1.840 -3.370 -5.272 -0.627
O -1.837 4.236 3.135 -0.421
C -0.670 -1.095 -0.589 2.418
C -3.260 -4.530 2.320 0.717
C 0.600 -6.388 -0.882 -0.671
H 3.234 -2.218 1.024 -0.494
O 1.446 -0.403 -1.768 1.338
H 1.139 -7.183 -1.468 0.330
C -1.806 3.626 4.454 -0.690
H -0.992 2.351 -0.546 -0.619
H 5.447 -0.189 0.665 -0.087
H -0.424 2.615 1.018 -0.038
H 0.194 -3.073 -4.045 -0.455
H -0.928 4.378 2.886 0.315
C -0.094 -4.814 -5.394 -0.749
H 7.174 0.215 0.060 0.308
C 1.115 -6.385 0.558 0.340
H -6.723 1.391 -2.234 0.431
H 4.282 0.016 -4.492 0.234
O -3.460 -6.109 0.481 -0.576
H -2.497 5.289 -0.412 0.121
C 0.664 1.151 -0.087 1.947
H -0.273 0.679 -1.957 -0.027
C -4.700 1.312 -3.205 0.320
C -4.115 3.957 0.110 1.394
C -3.055 -1.568 5.208 -0.852
H -2.993 4.474 -2.291 0.479
C -0.653 1.812 0.329 -0.103
H -2.368 -4.266 0.335 -0.016
H -5.515 0.923 -1.215 -0.331
C -0.362 5.965 -3.386 -0.724
H -6.458 0.440 3.474 0.157
H 0.029 -5.261 3.515 -0.031
H -2.749 -3.667 2.729 -0.786
O -6.217 -0.475 -2.660 -0.663
C 1.334 0.704 1.208 1.049
C -5.818 0.796 -2.286 -0.046
O 5.149 2.506 1.257 -0.460
C -1.924 -0.321 -0.119 -0.362
H 3.276 3.721 -4.757 0.428
H 5.120 0.004 3.635 0.394
H 0.538 6.490 -3.109 0.395
C -2.618 -5.043 1.016 0.073
C 2.365 4.953 2.086 -0.054
H -6.022 2.794 3.720 0.300
H 4.713 2.498 0.431 0.204
H -0.067 -2.594 -5.711 0.248
H -1.382 2.986 -2.995 -0.091
H -0.388 5.618 -4.431 0.286
H -5.770 0.189 1.120 0.276
H 4.222 5.343 3.223 0.304
H 1.300 -5.604 -4.389 0.299